# C28H53GaI2NO7S

A structure of composition C28H53GaI2NO7S in a non-equilibrium geometry (ωB97M-V with the def2-TZVPD basis set, the Open Molecules 2025 dataset).

## Properties
Kohn-Sham gap, eV: 6.9
Highest occupied orbital energy, eV: -4.64
DFT total energy, a.u.: -4597.8549
Charge: -1
F_max, eV/Å: 6.15
LUMO, eV: 2.24

Last column: Mulliken charge in e.
Element x y z (Å)
C: 2.15795 2.76897 2.86296  -0.6169
C: 1.94150 1.21638 3.44607  -0.3340
I: 2.72877 0.79901 5.48959  -0.1114
C: 1.25253 0.13203 2.63826  0.2108
I: 0.51143 0.71626 0.64777  -0.1943
Ga: 1.08429 -1.79673 3.42661  0.1397
C: 2.86217 -2.77469 2.85367  -0.7735
C: 2.67028 -3.53961 1.39865  -0.4397
C: 2.67408 -2.53315 0.10296  -0.3277
S: 1.10395 -2.68902 -0.97434  -0.2443
C: -0.45056 -2.91279 2.55520  -0.0589
C: -1.94292 -2.51193 3.19287  -0.1940
C: -3.05107 -2.77256 1.99156  -0.4894
N: -4.48258 -2.50022 2.39811  -0.3093
C: -5.15349 -1.48226 1.46223  -0.3644
C: -4.40102 0.00379 1.59940  0.4828
C: -4.19822 0.96003 0.25725  -0.4793
C: -3.45104 2.45251 0.36424  -0.4190
C: -2.84738 3.00068 1.82211  -0.3221
C: -3.08090 2.01127 3.11026  -0.4020
C: -3.85311 0.54692 3.06545  0.4003
O: -3.99515 -0.16794 4.34597  -0.4792
H: 1.14558 3.31331 2.62989  0.1159
H: 2.83549 3.39567 3.61742  0.3192
H: 2.82685 2.66022 1.88210  0.2231
H: 0.94575 -1.69502 5.04463  -0.4222
H: 3.09182 -3.51543 3.73626  0.2749
H: 3.66141 -1.89436 2.76284  0.2343
H: 3.58798 -4.28898 1.26752  0.3167
H: 1.70579 -4.20622 1.33575  0.2302
H: 2.90534 -1.41809 0.40427  0.2088
H: 3.55764 -2.87694 -0.62078  0.2732
H: 1.00217 -1.57512 -1.83906  0.0770
H: -0.52812 -2.67620 1.41184  -0.1534
H: -0.26041 -4.05490 2.79953  0.2486
H: -2.14953 -3.20096 4.11587  0.2047
H: -1.83800 -1.36089 3.48520  -0.0887
H: -3.00757 -3.91653 1.65315  0.2559
H: -2.70758 -2.15826 1.04276  0.1454
H: -5.06227 -3.38603 2.33694  0.2981
H: -5.00106 -1.84870 0.34332  0.0790
H: -6.31248 -1.41056 1.62890  0.3326
H: -4.57087 0.66932 -0.82476  0.2307
H: -3.33914 3.13441 -0.59080  0.2370
H: -2.29946 4.03521 1.94594  0.2884
H: -2.65920 2.37746 4.15877  0.0681
H: -3.41384 0.26241 5.06326  0.3667
C: -0.48929 -4.07820 -5.08216  -0.7620
O: -1.63976 -4.47330 -4.35102  -0.2854
C: -1.82091 -3.68531 -3.17211  -0.2848
C: -3.19056 -3.96626 -2.54826  -0.2806
O: -4.24155 -3.21028 -3.16244  -0.4193
C: -4.68154 -3.69721 -4.43627  -0.4653
C: -5.58149 -4.92972 -4.31648  -0.5995
O: -4.78913 -6.11302 -4.18898  -0.2329
C: -5.57426 -7.24450 -3.84742  -0.7672
H: 0.40948 -4.16578 -4.46428  0.2858
H: -0.38835 -4.73925 -5.94687  0.2346
H: -0.60291 -3.05140 -5.44245  0.3230
H: -1.73709 -2.62198 -3.41977  0.3514
H: -1.03416 -3.95975 -2.46104  0.2211
H: -3.16299 -3.62861 -1.50636  0.1333
H: -3.42506 -5.03344 -2.53506  0.2588
H: -3.83823 -3.86882 -5.10781  0.2377
H: -5.27721 -2.88409 -4.86585  0.3662
H: -6.18660 -5.02831 -5.22410  0.4577
H: -6.24053 -4.82780 -3.44524  0.3402
H: -6.03407 -7.10402 -2.86453  0.3140
H: -4.91690 -8.11717 -3.80083  0.2257
H: -6.34386 -7.42248 -4.60425  0.3038
C: 7.98493 6.15770 1.40470  -0.7764
O: 6.72398 6.48372 0.84083  -0.2039
C: 6.81260 7.58442 -0.06701  -0.6257
C: 5.49998 7.74643 -0.83829  -0.3563
O: 5.41565 6.87437 -1.97217  -0.4692
C: 5.11195 5.50677 -1.67093  -0.4457
C: 3.63248 5.29089 -1.34242  -0.5864
O: 3.37762 5.60208 0.02963  -0.2390
C: 1.98872 5.63671 0.31793  -0.7820
H: 8.40211 7.01633 1.93946  0.3034
H: 7.84256 5.33691 2.11248  0.2337
H: 8.67539 5.82576 0.62360  0.3102
H: 7.63746 7.42161 -0.76852  0.3461
H: 7.00338 8.48916 0.52034  0.4475
H: 5.47390 8.76072 -1.25164  0.3745
H: 4.62666 7.64001 -0.19020  0.1951
H: 5.76672 5.11839 -0.88860  0.2299
H: 5.33906 4.95204 -2.58812  0.3836
H: 3.37426 4.23827 -1.50041  0.4667
H: 3.01028 5.92245 -1.98877  0.3323
H: 1.50379 6.43709 -0.24903  0.3512
H: 1.86451 5.84342 1.38456  0.2269
H: 1.52319 4.67368 0.08860  0.2889

# C28H53N5O10P2Re

A structure of composition C28H53N5O10P2Re in a non-equilibrium geometry (ωB97M-V with the def2-TZVPD basis set, the Open Molecules 2025 dataset).

## Properties
Kohn-Sham gap (alpha / beta), eV: 9.4 / 7.8
Highest occupied orbital energy (alpha / beta), eV: -14.43 / -14.42
DFT total energy, a.u.: -2885.7347
Energy above the lowest of the compared OMol25 structures with the same formula, charge and spin, kcal per mole: 18.6
Spin multiplicity: 4
Charge: +2
F_max, eV/Å: 1.21
Expectation value of S²: 3.769
LUMO (alpha / beta), eV: -5.01 / -6.64

Last column: Mulliken charge in e.
Element x y z (Å)
Re: -0.32712 -0.31890 0.70235  2.4258
C: -0.74283 0.61862 -4.17565  -0.8385
C: 0.57911 0.07992 -4.66703  0.4197
C: 1.43724 1.09444 -5.38058  -1.3596
O: 1.39374 -0.48655 -3.54306  -0.2326
P: 1.44916 -0.17907 -2.03883  -0.5134
O: 0.07897 -0.18506 -1.36490  0.3533
C: 2.22089 1.42195 -1.70648  -0.1414
P: 1.69765 2.00044 -0.08422  0.4727
O: 1.41441 0.80257 0.82195  -1.1785
O: 0.36732 2.76001 -0.30345  -0.2196
C: 0.19560 4.21510 -0.58659  0.4176
C: -0.58585 4.78420 0.57078  -1.3035
C: -0.50921 4.32369 -1.91640  -1.2800
O: 2.71319 3.01679 0.47401  -0.2888
C: 4.02092 2.80738 1.17969  0.4779
C: 3.74229 2.47911 2.62247  -1.1227
C: 4.85126 1.76793 0.46587  -1.2454
O: 2.44255 -1.17286 -1.39926  0.2478
C: 3.28923 -2.24006 -2.01058  0.4007
C: 4.56930 -2.24316 -1.21357  -1.4500
C: 2.53691 -3.54206 -1.96282  -0.8035
H: -1.31991 0.95288 -5.03800  0.5549
H: -0.60239 1.47882 -3.51725  0.0645
H: -1.32513 -0.13420 -3.64741  0.0935
H: 0.42907 -0.79864 -5.29026  0.3198
H: 1.57769 1.99339 -4.77689  0.2118
H: 0.93779 1.39175 -6.30308  0.4675
H: 2.40833 0.67801 -5.64140  0.3638
H: 1.91297 2.16884 -2.44142  0.0448
H: 3.30217 1.30649 -1.76194  0.4173
H: 1.19390 4.65094 -0.62964  0.4089
H: -1.55779 4.29533 0.64523  0.2050
H: -0.74517 5.85117 0.41476  0.5537
H: -0.04494 4.65658 1.50899  0.2841
H: -1.46768 3.80446 -1.88248  0.2708
H: 0.09433 3.90666 -2.72389  0.2353
H: -0.69167 5.37301 -2.14738  0.5108
H: 4.47156 3.79203 1.08213  0.3672
H: 3.29354 1.48992 2.71502  0.1229
H: 3.09239 3.22849 3.07229  0.3041
H: 4.68399 2.47786 3.17156  0.5567
H: 4.36836 0.78656 0.48428  0.1750
H: 5.80207 1.66987 0.99034  0.5495
H: 5.07389 2.06028 -0.55995  0.3437
H: 3.46512 -1.92537 -3.03954  0.3038
H: 4.36769 -2.49529 -0.17210  0.3021
H: 5.07083 -1.27667 -1.26063  0.3499
H: 5.24493 -2.99428 -1.62203  0.4669
H: 2.28318 -3.80072 -0.93493  0.1518
H: 3.16373 -4.32933 -2.38247  0.6112
H: 1.62313 -3.48453 -2.55094  -0.0459
C: -1.06956 -3.66261 -2.94674  -1.3777
C: -1.10513 -4.51548 -1.68327  -1.1446
C: -1.91259 -3.86726 -0.54117  2.5720
C: -2.00840 -4.82093 0.67594  -1.2450
C: -2.75620 -4.23117 1.86481  -1.0089
C: -3.32082 -3.58817 -1.06240  -0.5283
O: -4.02962 -4.46758 -1.46343  -0.5516
N: -3.73021 -2.25679 -1.14119  0.1910
C: -3.04021 -1.15817 -0.68820  -0.1905
O: -3.35888 -0.02189 -0.92621  -0.5846
N: -1.91464 -1.46465 0.08798  0.5561
C: -1.25161 -2.61133 -0.08334  -0.1044
O: -0.02711 -2.50624 0.22037  -0.8382
H: -0.44986 -4.12974 -3.71152  0.5245
H: -0.66358 -2.66328 -2.75132  0.2008
H: -2.06719 -3.54149 -3.37290  0.4186
H: -0.09967 -4.70445 -1.30545  0.4224
H: -1.56197 -5.48170 -1.89502  0.5121
H: -0.99112 -5.09772 0.95771  0.4683
H: -2.50960 -5.71866 0.31385  0.5203
H: -2.23667 -3.36901 2.29119  0.0868
H: -2.84653 -4.97386 2.65545  0.5349
H: -3.76983 -3.93026 1.58853  0.2785
H: -4.59938 -2.08115 -1.63018  0.3147
N: -0.30985 -1.44204 3.70802  -0.7009
C: -0.30997 -1.05421 2.62038  -0.0698
C: 0.39664 2.10020 3.52026  -0.8802
N: -0.98862 1.73896 3.74819  0.2933
C: -1.40325 1.70572 5.16104  -0.6552
C: -2.63422 0.84747 5.33704  -0.6835
C: -3.65621 1.24193 4.29569  -0.7075
N: -3.06782 1.11557 2.95617  0.2248
C: -3.99999 0.85171 1.86974  -1.0986
C: -1.77707 1.33094 2.75960  -0.1266
O: -1.27879 1.21208 1.54030  -0.5590
H: 1.05196 1.23911 3.66845  0.4645
H: 0.65869 2.87609 4.23846  0.5947
H: 0.52261 2.48963 2.51725  -0.2113
H: -1.57145 2.72995 5.50238  0.3741
H: -0.56660 1.29354 5.72575  0.4015
H: -3.04125 0.98588 6.33708  0.3858
H: -2.37274 -0.20429 5.21748  0.2891
H: -4.01012 2.26635 4.43997  0.2913
H: -4.52108 0.58160 4.32591  0.4585
H: -4.34815 -0.18238 1.91216  0.3651
H: -3.53609 1.04733 0.91258  0.2299
H: -4.85693 1.51371 1.98796  0.4892

# C28H53NO8P

The ion C28H53NO8P with charge -1 (ωB97M-V with the def2-TZVPD basis set, the Open Molecules 2025 dataset).

## Properties
Kohn-Sham gap, eV: 7.4
Highest occupied orbital energy, eV: -5.04
DFT total energy, a.u.: -2096.7614
Energy above the lowest of the compared OMol25 structures with the same formula, charge and spin, kcal per mole: 6.6
Charge: -1
F_max, eV/Å: 0.97
LUMO, eV: 2.39

Last column: Mulliken charge in e.
Element x y z (Å)
C: 7.62259 1.52853 2.52637  -1.4743
C: 7.41968 0.88353 1.14882  0.7081
C: 7.03503 1.87162 0.04948  -0.9009
C: 6.19113 1.24375 -1.05719  -0.9486
C: 4.78210 0.82989 -0.56508  -0.3340
C: 4.50933 -0.68251 -0.58456  -1.1399
C: 3.39331 -1.05953 0.39314  0.1944
C: 3.87870 -1.34963 1.82282  -1.0682
C: 3.05166 -0.64782 2.90481  -0.4701
C: 1.71743 -1.37152 3.15239  -0.8657
C: 0.54397 -0.44174 3.43222  -1.2407
C: 0.30216 0.52496 2.24841  0.4422
C: -1.17764 0.78869 1.96885  -2.0559
C: -1.52903 1.60727 0.70485  1.9358
C: -2.59524 2.66235 1.10176  -1.3359
C: -3.45846 3.16482 -0.05727  -1.0925
C: -4.68607 2.29914 -0.18368  0.5528
O: -5.48215 2.72148 -1.30855  -0.3471
C: -6.21865 1.72997 -1.84757  0.4091
C: -5.45181 0.57301 -2.41971  -0.0351
O: -7.40536 1.80890 -1.91909  -0.6057
O: -2.14292 0.90957 -0.37042  -0.5819
C: -1.65778 -0.36464 -0.79712  -1.3399
C: -2.70968 -1.50370 -0.61525  2.5752
C: -3.10912 -2.05305 -1.98163  -1.3257
C: -2.00258 -2.80469 -2.66558  0.0099
O: -0.84380 -2.63415 -2.43618  -0.5179
N: -2.40402 -3.77188 -3.67074  -0.1193
C: -3.12262 -4.88000 -3.05270  -0.8859
C: -3.19410 -3.13796 -4.72541  -0.8762
O: -3.83185 -0.91198 0.03754  -0.2497
C: -4.93680 -1.75223 0.29506  -1.1043
C: -2.15371 -2.71535 0.21264  -0.1470
O: -1.20444 -2.50310 0.97820  -0.4910
O: -2.78337 -3.76687 0.01768  -0.7543
P: 0.02648 2.39061 -0.02272  0.2770
C: 0.28420 3.78316 1.15186  -1.5793
O: -0.65726 3.24504 -1.29269  -0.5452
H: 6.93677 2.35912 2.66104  0.3388
H: 7.43670 0.79140 3.30422  0.3867
H: 8.64882 1.87110 2.64294  0.3637
H: 6.61798 0.15281 1.24464  -0.5413
H: 8.31453 0.33729 0.85757  0.3998
H: 6.47466 2.71067 0.46046  0.3560
H: 7.94920 2.27444 -0.39405  0.4263
H: 6.68603 0.37090 -1.47989  0.3498
H: 6.06051 1.99406 -1.83582  0.3496
H: 4.67830 1.15463 0.47342  0.1440
H: 4.01578 1.32880 -1.15085  0.5508
H: 4.16220 -0.93677 -1.58702  0.3742
H: 5.43016 -1.23090 -0.39050  0.4575
H: 2.83334 -1.91046 0.01222  0.5829
H: 2.69030 -0.22645 0.40991  -0.4147
H: 3.76784 -2.42115 2.00173  0.3733
H: 4.94328 -1.14344 1.94205  0.4744
H: 2.89348 0.39398 2.62454  0.1236
H: 3.65525 -0.63495 3.81589  0.4731
H: 1.47804 -1.98207 2.28783  0.4787
H: 1.86718 -2.06889 3.97948  0.4340
H: 0.79264 0.13884 4.32475  0.3014
H: -0.34877 -1.03663 3.60170  0.5557
H: 0.77680 0.08794 1.37688  0.1806
H: 0.79607 1.46417 2.50122  0.3729
H: -1.54503 1.37911 2.81257  0.3548
H: -1.73027 -0.14524 1.96912  0.1436
H: -3.26956 2.14711 1.79326  0.6375
H: -2.14752 3.47070 1.67058  0.5691
H: -3.79314 4.18513 0.15572  0.4550
H: -2.91403 3.21090 -0.99234  0.3503
H: -4.38792 1.25982 -0.30482  -0.5692
H: -5.28950 2.34568 0.72518  0.3248
H: -5.87559 -0.34650 -2.02561  0.1016
H: -4.40174 0.60559 -2.14600  -0.2442
H: -5.53948 0.57744 -3.50141  0.4862
H: -0.71763 -0.63620 -0.33327  -0.1218
H: -1.47143 -0.25460 -1.86322  0.4491
H: -3.39558 -1.22491 -2.64033  0.4183
H: -3.97046 -2.70711 -1.91628  0.6043
H: -3.15035 -5.72475 -3.73840  0.3352
H: -2.65506 -5.15616 -2.11265  0.3200
H: -4.16717 -4.62418 -2.82518  0.2924
H: -3.15204 -3.74776 -5.62363  0.3149
H: -2.77197 -2.16067 -4.94824  0.3419
H: -4.23916 -2.99240 -4.42599  0.2776
H: -5.66675 -1.13986 0.82324  0.3299
H: -4.67192 -2.60275 0.91856  0.3514
H: -5.41288 -2.10569 -0.62037  0.3109
H: 1.33795 4.04002 1.20624  0.3136
H: -0.05003 3.52382 2.15446  0.4430
H: -0.28495 4.66793 0.85966  0.5622
H: -0.22319 4.10317 -1.32901  0.2833